# 1
2 unconnected molecules or ions with the total composition C2H3Br2N3 in a non-equilibrium geometry, computed with the ωB97M-V functional and the def2-TZVPD basis.

Geometry (Å):
1 C 0.316 0.131 0.654
2 C -0.985 0.254 -1.101
3 N 0.131 1.457 0.232
4 N -0.594 1.511 -0.802
5 N -0.500 -0.670 -0.271
6 Br 1.103 0.455 -2.991
7 Br -0.103 -2.453 -0.578
8 H 1.311 -0.024 0.743
9 H -0.123 -0.069 1.612
10 H -1.568 -0.080 -2.087

Properties
Orbital gap (spin up / spin down): 6.2 / 6.2 eV
Charge: 0
Relative energy (zero: lowest compared OMol25 entry of this formula, charge and spin): 4.449 eV
E_HOMO (spin up / spin down): -0.31158 / -0.31280 hartree


# 2
A gas-phase ion, C4H10N3 (charge +1) in a non-equilibrium geometry, computed with the ωB97M-V functional and the def2-TZVPD basis.

Geometry (Å):
1 C -2.025 -0.217 -0.164
2 N -0.753 -0.871 0.264
3 N 0.372 -0.476 -0.524
4 C 1.630 -1.321 -0.198
5 N 2.609 -0.642 0.123
6 C 2.324 0.758 0.121
7 C 0.829 0.889 -0.293
8 H -2.699 -0.944 -0.609
9 H -2.515 0.250 0.687
10 H -1.810 0.547 -0.908
11 H -0.612 -0.677 1.275
12 H -0.840 -1.891 0.147
13 H 1.568 -2.383 -0.312
14 H 2.992 1.237 -0.595
15 H 2.550 1.167 1.108
16 H 0.241 1.380 0.485
17 H 0.733 1.448 -1.224

Properties
Orbital gap: 10.7 eV
Charge: +1
Relative energy (zero: lowest compared OMol25 entry of this formula, charge and spin): 2.799 eV
E_HOMO: -0.52417 hartree